# 1
17
Properties=species:S:1:pos:R:3 method="wB97M-V/def2-TZVPD" smiles="C=CC1CC(=C)C1" charge=0 homo_ev=-9.32 relative_energy_kcal_mol=44.1 gap_ha=0.3847 multiplicity=1
C -2.5352 -0.4448 0.2244
C -1.8180 0.5284 -0.3283
C -0.4028 0.8945 0.0045
C 0.3589 0.0524 1.0637
C 1.3966 -0.2805 0.0086
C 2.5681 -0.8985 0.0377
C 0.6252 0.4386 -1.0810
H -2.1597 -1.0458 1.0486
H -3.5323 -0.6852 -0.1324
H -2.2501 1.0945 -1.1559
H -0.3267 1.9702 0.2035
H -0.1942 -0.8170 1.4329
H 0.7344 0.6082 1.9290
H 2.9641 -1.3218 0.9577
H 3.1756 -0.9963 -0.8589
H 1.1728 1.2324 -1.5994
H 0.1779 -0.2274 -1.8283



# 2
17
Properties=species:S:1:pos:R:3 method="wB97M-V/def2-TZVPD" smiles=C1C[C@H]2[C@@H]1[C@H]1C[C@@H]21 charge=0 homo_ev=-9.17 relative_energy_kcal_mol=59.8 gap_ha=0.3827 multiplicity=1
C 1.3098 0.1968 -0.9060
C 0.7226 1.3898 -0.0951
C -0.7160 0.8319 -0.3004
C -0.1160 -0.3629 -1.0770
C -0.6063 -1.3094 0.0292
C -0.1908 -0.8938 1.4128
C -1.2918 -0.1453 0.7466
H 1.8008 0.4920 -1.8373
H 1.9751 -0.4815 -0.3625
H 1.0536 1.4757 0.9446
H 0.8828 2.3551 -0.5819
H -1.4422 1.5098 -0.7554
H -0.4776 -0.5890 -2.0843
H -0.8644 -2.3565 -0.0992
H -0.5244 -1.5938 2.1735
H 0.7763 -0.4452 1.6228
H -2.2913 -0.0736 1.1697



# 3
17
Properties=species:S:1:pos:R:3 method="wB97M-V/def2-TZVPD" charge=0 homo_ev=-8.36 relative_energy_kcal_mol=135.4 gap_ha=0.3413 multiplicity=1
C 1.2351 -0.4292 -1.2733
C 1.0947 -1.3884 -0.1200
C 0.2298 -0.1656 -0.1960
C -1.2607 -0.1730 -0.4555
C -1.7097 1.0949 -0.8559
C 0.1064 0.7752 2.0930
C 0.3995 0.9653 0.7651
H 0.8798 -0.7431 -2.2534
H 2.0985 0.2273 -1.3012
H 0.6360 -2.3542 -0.3087
H 1.8753 -1.3906 0.6377
H -1.4489 0.0023 -1.6702
H -1.8573 -0.9610 0.0551
H -2.7925 1.1972 -0.7097
H -0.0355 -0.2278 2.4498
H 0.0062 1.6104 2.7527
H 0.5431 1.9603 0.3906



# 4
17
Properties=species:S:1:pos:R:3 method="wB97M-V/def2-TZVPD" smiles="C=CC1CC(=C)C1" charge=0 homo_ev=-9.32 relative_energy_kcal_mol=48.6 gap_ha=0.3830 multiplicity=1
C -2.1096 -0.7336 0.0865
C -1.7132 0.4678 -0.3211
C -0.4294 1.1302 0.0858
C 0.3675 0.3599 1.1671
C 1.1149 -0.3451 0.0483
C 2.0554 -1.2726 -0.0152
C 0.6006 0.6392 -0.9812
H -1.6365 -1.2432 0.9206
H -2.8912 -1.2771 -0.4306
H -2.2106 0.9356 -1.1729
H -0.5199 2.2139 0.2199
H -0.2129 -0.2177 1.8941
H 1.0629 0.9975 1.7210
H 2.4548 -1.7443 0.8771
H 2.5007 -1.5289 -0.9732
H 1.4058 1.3416 -1.2098
H 0.1606 0.2767 -1.9165



# 5
17
Properties=species:S:1:pos:R:3 method="wB97M-V/def2-TZVPD" smiles=C1C[C@H]2[C@@H]1[C@H]1C[C@@H]21 charge=0 homo_ev=-8.06 relative_energy_kcal_mol=115.8 gap_ha=0.3384 multiplicity=1
C -1.3838 0.7728 0.3759
C -1.5143 -0.6875 -0.1379
C -0.1964 -0.5156 -0.9292
C -0.1445 0.9802 -0.5300
C 1.2427 0.7241 0.0795
C 1.2673 -0.0781 1.3386
C 1.1888 -0.7138 -0.2679
H -2.2309 1.4191 0.1307
H -1.1622 0.8474 1.4428
H -1.5278 -1.4787 0.6170
H -2.3754 -0.8307 -0.8007
H -0.1755 -0.8322 -1.9751
H -0.1812 1.7805 -1.2701
H 2.1237 1.2907 -0.1987
H 2.3104 -0.2252 1.6423
H 0.7755 -1.0971 1.0919
H 1.9836 -1.3559 -0.6092



# 6
17
Properties=species:S:1:pos:R:3 method="wB97M-V/def2-TZVPD" smiles=C1[C@@H]2CC3(CC3)[C@H]12 charge=0 homo_ev=-7.68 relative_energy_kcal_mol=122.3 gap_ha=0.3257 multiplicity=1
C -1.4951 -0.6971 -1.2551
C -0.0634 -0.2549 -1.4925
C 0.9552 -0.8360 -0.5312
C 0.0904 -0.3651 0.6386
C 0.2668 1.1592 1.1546
C 0.7248 0.0377 1.9434
C -0.9150 0.3522 -0.4152
H -1.7246 -1.6152 -0.7303
H -2.2102 -0.3469 -1.9893
H 0.2240 0.2158 -2.4248
H 1.9353 -0.3368 -0.5530
H 1.1288 -1.9159 -0.6627
H 0.9001 1.7937 0.5557
H -0.6832 1.6004 1.4723
H 1.8140 -0.0226 1.8757
H 0.3150 -0.1594 2.9235
H -1.2628 1.3908 -0.5098



# 7
30
Properties=species:S:1:pos:R:3 method="wB97M-V/def2-TZVPD" charge=-1 homo_ev="-2.15 / -5.40" gap_ha="0.1713 / 0.2906" multiplicity=3
O -0.1711 -1.6900 1.4530
V -0.4749 -0.7018 0.2683
B 2.0291 0.3077 0.6485
F 2.5560 -0.3906 1.7164
F 0.7873 0.8987 0.9533
F 2.9189 1.1739 0.1134
F 1.6577 -0.6279 -0.3035
O -4.1660 0.6585 0.7655
C -3.0149 0.1024 0.6614
O -2.0231 0.6762 1.1240
O -2.7826 -0.9501 0.0855
H -3.9250 1.5547 1.0111
C 0.2286 -4.1257 -3.1728
C -0.1065 -3.1751 -2.1316
N -0.4022 -2.4461 -1.2847
H 1.2164 -4.5752 -3.0711
H 0.1408 -3.6737 -4.1608
H -0.5917 -4.8411 -3.1140
C 1.1089 0.8126 4.2225
C 0.5135 2.1551 4.0416
N 0.0350 3.2063 3.9362
H 0.6949 0.0632 3.5479
H 0.9353 0.4615 5.2397
H 2.1816 0.8275 4.0297
C 0.2142 2.7664 -3.0524
C -0.1123 1.5743 -2.2224
N -0.3965 0.6870 -1.5461
H -0.5944 3.4926 -3.1354
H 0.5063 2.4971 -4.0674
H 1.0366 3.2815 -2.5559



# 8
22
Properties=species:S:1:pos:R:3 method="wB97M-V/def2-TZVPD" smiles="CB1c2sccc2C(N)=NN1C" charge=0 homo_ev=-7.39 relative_energy_kcal_mol=0.0 gap_ha=0.2962 multiplicity=1
C -0.9898 0.5943 2.4538
B -0.5924 0.2406 0.9724
C 0.1414 -0.9741 0.6153
S 0.4266 -2.4392 1.4941
C 1.4698 -2.9498 0.1926
C 1.5056 -2.1529 -0.8778
C 0.6968 -0.9656 -0.6476
C 0.5867 0.1499 -1.5539
N 1.4230 0.2705 -2.6228
N -0.2825 1.1384 -1.3515
N -0.7595 1.1919 -0.1330
C -1.8223 2.1307 0.0689
H -1.2791 1.6175 2.6652
H -0.1059 0.3815 3.0612
H -1.8342 0.0030 2.7908
H 1.9347 -3.9200 0.2195
H 2.0935 -2.2893 -1.7768
H 2.1905 -0.3732 -2.8161
H 1.5068 1.1746 -3.0840
H -1.6916 2.7237 0.9892
H -1.8499 2.8351 -0.7615
H -2.7682 1.6123 0.1021



# 9
21
Properties=species:S:1:pos:R:3 method="wB97M-V/def2-TZVPD" smiles=C[SiH2][Si](Cl)(Cl)c1ccccc1 charge=0 homo_ev=-9.59 relative_energy_kcal_mol=0.0 gap_ha=0.3754 multiplicity=1
C 0.4526 -1.7492 1.3253
Si 2.0058 -1.8014 0.1830
Si 2.1965 0.4604 -0.3020
Cl 3.2654 1.1994 -1.8601
Cl 3.0764 1.0456 1.4218
C 0.4893 1.3613 -0.1883
C 0.1202 2.4215 0.6580
C -1.1037 2.9515 0.4777
C -2.0578 2.5204 -0.4356
C -1.6745 1.5677 -1.3161
C -0.4239 0.9696 -1.1748
H 0.8485 -1.1472 2.1682
H -0.3085 -1.0842 1.0225
H -0.0671 -2.6483 1.8069
H 1.7819 -2.5615 -1.2665
H 3.1087 -2.6855 0.6656
H 0.7567 2.7490 1.4380
H -1.3530 3.8619 1.1566
H -2.9315 3.0503 -0.4613
H -2.2624 1.3949 -2.1263
H -0.1170 0.2605 -1.8403



# 10
21
Properties=species:S:1:pos:R:3 method="wB97M-V/def2-TZVPD" charge=-1 homo_ev=-3.46 relative_energy_kcal_mol=0.0 gap_ha=0.2547 multiplicity=1
C 1.6803 -0.2884 2.4429
C 2.3215 0.2919 1.3928
C -0.1219 -1.9592 2.8691
C 1.1339 -0.0954 -0.6769
C -0.9514 1.1884 -0.9145
C -1.0229 -1.2981 -0.4525
C -0.2721 0.0123 -0.1945
N 0.5708 -0.9998 2.5200
N 2.2255 0.0958 0.0074
O 3.3513 0.1609 -0.6066
Cl 0.9830 -3.5636 3.1223
H 2.0829 -0.0031 3.4180
H 3.2205 0.8478 1.6250
H 1.2855 -0.2853 -1.7288
H -0.3577 2.0949 -0.7981
H -1.9413 1.3716 -0.4992
H -1.0494 0.9835 -1.9797
H -0.6194 -2.0831 0.1821
H -0.9191 -1.6085 -1.4912
H -2.0782 -1.1880 -0.2144
H -0.2964 0.2067 0.8789



# 11
23
Properties=species:S:1:pos:R:3 method="wB97M-V/def2-TZVPD" charge=0 homo_ev=-7.66 relative_energy_kcal_mol=2.4 gap_ha=0.2689 multiplicity=1
C -0.2764 -2.5618 0.3829
N 0.1156 -1.3468 1.1179
C 1.5831 -1.0872 1.2248
C -0.7661 -0.6142 1.7313
Cl -0.3311 0.8124 2.5360
H 0.5231 -3.2998 0.4611
H -1.2079 -3.0193 0.7390
H -0.3995 -2.3661 -0.6836
H 2.1025 -1.9031 0.7216
H 1.8054 -0.1497 0.7212
H 1.8715 -1.0377 2.2793
H -1.8133 -0.9641 1.8827
N -2.3866 -0.3376 0.0479
C -1.7166 0.3598 -0.9153
O -0.4873 0.4858 -0.9982
N -2.5341 1.0113 -1.8118
C -3.9296 0.9320 -1.9504
O -4.4983 1.6303 -2.7852
C -4.5179 0.0021 -1.0279
C -3.6967 -0.5398 -0.0593
H -2.0136 1.5448 -2.4828
H -5.5779 -0.1812 -1.0939
H -4.1600 -1.2221 0.7003



# 12
24
Properties=species:S:1:pos:R:3 method="wB97M-V/def2-TZVPD" charge=+1 homo_ev="-11.28 / -10.88" relative_energy_kcal_mol=81.7 gap_ha="0.2805 / 0.2510" multiplicity=1
C -0.1324 -4.0017 -1.0888
C -0.4923 -2.8468 -0.5770
C -1.5316 -2.8967 1.8286
C -0.7014 -5.6862 0.4924
C 0.5967 -0.8467 -1.2340
C 0.0807 1.6078 -0.6400
C -0.0441 1.7231 0.8897
N -0.2321 -5.1874 -0.4886
N -0.6455 -2.9505 2.6176
N 0.8256 0.4750 -1.2427
N -0.4689 -1.5079 -0.7901
O -1.1026 -6.2690 1.4014
S -1.4713 0.5328 1.4172
Cl -3.0785 -3.0775 1.3793
H 0.2599 -4.0356 -2.1897
H 1.2600 -1.4802 -1.6503
H 0.5690 2.5831 -0.9357
H -0.8841 1.6494 -1.0874
H 0.9258 1.3336 1.2228
H -0.6937 2.6290 1.0270
H -0.7488 -2.8156 3.6050
H 1.6876 0.7430 -1.6736
H -1.3007 -1.0801 -0.5063
H -1.4150 1.0404 2.7719



Repeat the sixth record exactly.
17
Properties=species:S:1:pos:R:3 method="wB97M-V/def2-TZVPD" smiles=C1[C@@H]2CC3(CC3)[C@H]12 charge=0 homo_ev=-7.68 relative_energy_kcal_mol=122.3 gap_ha=0.3257 multiplicity=1
C -1.4951 -0.6971 -1.2551
C -0.0634 -0.2549 -1.4925
C 0.9552 -0.8360 -0.5312
C 0.0904 -0.3651 0.6386
C 0.2668 1.1592 1.1546
C 0.7248 0.0377 1.9434
C -0.9150 0.3522 -0.4152
H -1.7246 -1.6152 -0.7303
H -2.2102 -0.3469 -1.9893
H 0.2240 0.2158 -2.4248
H 1.9353 -0.3368 -0.5530
H 1.1288 -1.9159 -0.6627
H 0.9001 1.7937 0.5557
H -0.6832 1.6004 1.4723
H 1.8140 -0.0226 1.8757
H 0.3150 -0.1594 2.9235
H -1.2628 1.3908 -0.5098